Density functional theory data (ωB97M-V with the def2-TZVPD basis set) for a cluster of 2 separate species, C10H16 in total in a non-equilibrium geometry.

XYZ file:
```
26
Properties=species:S:1:pos:R:3:forces:R:3:nbo_charge:R:1
C 2.0217 0.0461 0.7808 -2.600 0.129 0.309 -0.384
C 1.3421 1.4483 0.5038 2.003 -0.035 -1.138 -0.636
C 3.4339 0.0776 0.3207 0.615 0.866 1.909 -0.626
H 1.3437 -0.6073 0.1213 1.203 0.007 1.095 0.166
H 2.0116 -0.3721 1.8944 -0.705 1.366 -2.196 0.213
H 1.3925 1.8095 -0.7002 -1.005 -1.561 3.126 0.211
H 0.4570 1.4526 1.1374 -0.592 0.752 -0.857 0.208
H 3.9720 -0.5497 1.0261 0.703 0.208 -0.199 0.220
H 2.0612 2.1840 0.8598 -0.305 0.281 0.575 0.219
H 3.8403 1.1338 0.3086 -0.234 -1.408 -0.180 0.213
H 3.4235 -0.4165 -0.5806 0.847 -0.608 -2.470 0.212
C -1.2554 -2.4453 0.5501 0.198 0.267 -3.337 -0.699
C -1.0022 -0.7025 -1.3820 -2.373 3.705 0.285 -0.207
C -1.5330 -1.0461 -0.0952 1.334 -2.302 1.553 0.282
C -1.3632 0.5907 -1.8466 1.948 -2.050 -2.453 -0.130
C -2.1965 1.5077 -1.2134 1.667 -5.871 3.107 0.031
C -2.2649 -0.0928 0.7298 0.896 2.546 -5.917 -0.131
C -2.6169 1.1068 0.0625 -1.130 -0.865 1.664 -0.180
H -0.5089 -1.3146 -2.0870 0.641 -0.994 -0.020 0.262
H -1.0085 0.9172 -2.8588 -0.144 -0.624 0.982 0.245
H -2.0851 -2.8415 1.0599 -0.893 0.090 1.457 0.254
H -0.2981 -2.5141 1.0401 0.233 0.594 0.867 0.288
H -2.2679 2.3930 -1.6183 -1.123 4.684 -1.787 0.226
H -2.4566 -0.2615 1.7089 -0.879 -0.661 2.756 0.244
H -3.3472 1.7589 0.4796 -0.169 0.466 1.016 0.242
H -1.0952 -3.2618 -0.2016 -0.138 1.017 -0.148 0.258
```
Positions in Å, forces in eV/Å.

Results
**Charge**: +1
**ΔE to the lowest compared entry with this formula, charge and spin**: 61.7 kcal/mol
**2S+1**: 2
**Total energy**: -390.21156 Ha
**Kohn-Sham gap (spin up / spin down)**: 9.54 / 5.42 eV